DFT (wB97M-V/def2-TZVPD) results for a cluster of 12 separate species, C48H54Cl12N6O12 in total at a distorted geometry.

Each line ends with the Löwdin charge.
Geometry (Å):
1 O 4.260 22.514 -19.309  0.0532
2 N 5.094 22.116 -20.113  -0.2980
3 O 5.382 20.929 -20.236  0.0945
4 C 5.706 23.043 -21.050  -0.1757
5 C 7.026 23.426 -20.857  -0.0087
6 C 7.593 24.371 -21.701  -0.0501
7 C 6.832 24.852 -22.769  -0.0695
8 C 5.498 24.525 -22.927  -0.0525
9 C 4.973 23.544 -22.098  -0.0250
10 H 7.530 23.139 -19.940  0.1194
11 H 8.643 24.578 -21.559  0.1106
12 H 7.268 25.569 -23.454  0.1077
13 H 4.882 24.823 -23.763  0.1122
14 H 3.945 23.192 -22.146  0.0481
15 O 1.385 18.235 -11.897  0.0763
16 N 1.636 19.115 -12.707  -0.3361
17 O 0.951 20.118 -12.878  0.0630
18 C 2.883 19.002 -13.467  -0.1420
19 C 3.364 20.051 -14.220  -0.0203
20 C 4.350 19.879 -15.166  -0.0565
21 C 4.929 18.624 -15.338  -0.1153
22 C 4.471 17.576 -14.540  -0.0714
23 C 3.481 17.756 -13.587  -0.0028
24 H 2.932 21.037 -14.103  0.0686
25 H 4.701 20.761 -15.687  0.1019
26 H 5.646 18.434 -16.121  0.0771
27 H 4.838 16.564 -14.652  0.1086
28 H 3.177 16.911 -12.986  0.1187
29 O -7.257 20.847 -18.534  0.0907
30 N -6.131 20.783 -18.932  -0.3709
31 O -5.654 21.586 -19.693  0.0595
32 C -5.282 19.721 -18.439  -0.1733
33 C -5.766 18.910 -17.432  0.0064
34 C -4.883 18.063 -16.752  -0.0566
35 C -3.624 17.854 -17.274  -0.0626
36 C -3.310 18.344 -18.554  -0.0631
37 C -4.041 19.432 -18.999  -0.0274
38 H -6.714 19.115 -16.955  0.1225
39 H -5.303 17.449 -15.968  0.1106
40 H -2.876 17.205 -16.834  0.1094
41 H -2.317 18.242 -18.973  0.0987
42 H -3.752 19.990 -19.883  0.1132
43 O -0.363 19.059 -22.740  0.0524
44 N -0.475 17.860 -22.554  -0.3446
45 O 0.455 17.087 -22.550  0.0894
46 C -1.822 17.300 -22.455  -0.1608
47 C -2.911 18.032 -22.871  -0.0170
48 C -4.159 17.443 -22.954  -0.0604
49 C -4.366 16.189 -22.386  -0.0552
50 C -3.252 15.466 -21.951  -0.0590
51 C -1.969 15.997 -22.024  0.0007
52 H -2.784 18.954 -23.427  0.1219
53 H -5.002 18.032 -23.291  0.1115
54 H -5.317 15.690 -22.270  0.1089
55 H -3.437 14.482 -21.543  0.1084
56 H -1.131 15.376 -21.743  0.1215
57 O 0.238 23.207 -15.382  0.0096
58 N 1.201 22.544 -15.760  -0.2672
59 O 2.332 22.538 -15.266  0.0103
60 C 1.050 21.798 -17.048  -0.1180
61 C -0.209 21.583 -17.542  -0.0226
62 C -0.388 20.955 -18.766  -0.1032
63 C 0.716 20.619 -19.542  -0.0735
64 C 1.994 20.846 -19.026  -0.0849
65 C 2.160 21.454 -17.795  -0.0116
66 H -1.053 21.828 -16.907  0.0724
67 H -1.395 20.670 -19.043  0.0796
68 H 0.590 20.250 -20.552  0.0835
69 H 2.899 20.626 -19.574  0.0756
70 H 3.156 21.706 -17.461  0.0876
71 O 7.157 24.659 -9.473  0.0715
72 N 6.592 24.824 -10.546  -0.3496
73 O 6.787 25.777 -11.280  0.0759
74 C 5.539 23.888 -10.901  -0.1547
75 C 4.960 23.965 -12.159  0.0027
76 C 3.895 23.143 -12.527  -0.0468
77 C 3.372 22.281 -11.564  -0.0549
78 C 4.078 22.050 -10.390  -0.0582
79 C 5.100 22.909 -10.034  -0.0104
80 H 5.279 24.686 -12.899  0.1124
81 H 3.458 23.267 -13.507  0.0769
82 H 2.478 21.711 -11.791  0.0920
83 H 3.893 21.137 -9.841  0.1125
84 H 5.555 22.697 -9.074  0.1213
85 Cl 6.648 23.517 -16.618  0.5419
86 C 5.030 24.314 -16.652  -0.6582
87 C 4.845 25.238 -17.820  -0.6343
88 Cl 5.643 26.811 -17.415  0.5313
89 H 4.697 24.673 -15.685  0.0676
90 H 4.416 23.429 -16.840  0.0200
91 H 3.813 25.382 -18.136  0.0813
92 H 5.265 24.799 -18.724  0.0389
93 Cl -0.506 25.627 -16.890  0.5989
94 C -0.195 27.378 -16.804  -0.6394
95 C -1.390 28.146 -16.292  -0.6333
96 Cl -2.870 27.864 -17.275  0.5594
97 H 0.101 27.693 -17.800  0.0698
98 H 0.631 27.494 -16.105  0.0756
99 H -1.114 29.199 -16.249  0.0795
100 H -1.628 27.861 -15.270  0.0632
101 Cl 4.417 16.803 -22.337  0.5623
102 C 4.174 17.947 -20.996  -0.6759
103 C 3.463 17.267 -19.837  -0.6395
104 Cl 4.042 17.909 -18.275  0.6316
105 H 3.536 18.745 -21.384  0.0597
106 H 5.079 18.503 -20.766  0.0442
107 H 3.614 16.190 -19.829  0.0543
108 H 2.380 17.338 -19.930  0.0665
109 Cl -1.353 23.617 -11.605  0.5424
110 C -2.459 24.666 -12.520  -0.6482
111 C -2.934 23.913 -13.767  -0.7234
112 Cl -4.011 22.581 -13.381  0.5608
113 H -1.883 25.559 -12.753  0.0618
114 H -3.273 24.954 -11.857  0.0653
115 H -2.037 23.570 -14.273  0.0308
116 H -3.453 24.661 -14.366  0.0513
117 Cl 1.451 23.346 -21.678  0.6088
118 C -0.078 23.284 -22.607  -0.6184
119 C -1.160 22.483 -21.913  -0.6467
120 Cl -1.708 23.307 -20.444  0.6503
121 H 0.136 22.835 -23.573  0.0764
122 H -0.398 24.315 -22.704  0.0625
123 H -0.903 21.441 -21.733  0.0401
124 H -1.957 22.350 -22.650  0.0838
125 Cl -3.656 22.628 -16.819  0.5886
126 C -3.965 24.026 -17.921  -0.6279
127 C -4.882 24.999 -17.216  -0.6556
128 Cl -6.508 24.229 -17.097  0.5546
129 H -4.435 23.594 -18.799  0.0340
130 H -2.993 24.411 -18.218  0.0101
131 H -5.046 25.848 -17.885  0.0508
132 H -4.582 25.451 -16.279  0.0433

Calculated values
- maximum force (eV/Å) = 2.6
- energy (a.u.) = -8614.598490
- HOMO level (eV) = -9.62
- energy above the lowest of the compared OMol25 structures with the same formula, charge and spin (kcal per mole) = 0.0


DFT (wB97M-V/def2-TZVPD) results for a structure of composition C11H20MnN2S3 at a distorted geometry.

Each line ends with the Löwdin charge.
Geometry (Å):
1 Mn 0.422 -0.139 -0.071  0.6477
2 C -2.555 -1.025 -1.383  -0.3846
3 C -1.724 -0.738 -2.622  -0.4002
4 S 0.089 -0.790 -2.377  0.9843
5 C 0.580 -2.549 -2.285  -0.4142
6 C -0.022 -3.406 -1.182  -0.4266
7 S 0.237 -2.759 0.516  0.9586
8 C -1.465 -2.797 1.214  -0.4271
9 C -2.089 -1.430 1.455  -0.4091
10 S -1.866 -0.212 0.111  0.9774
11 H -2.636 -2.089 -1.171  0.0832
12 H -3.561 -0.621 -1.514  0.1220
13 H -1.897 0.268 -3.009  0.1092
14 H -1.967 -1.444 -3.419  0.1247
15 H 1.667 -2.498 -2.196  0.0951
16 H 0.345 -2.979 -3.262  0.1228
17 H 0.481 -4.374 -1.205  0.1123
18 H -1.084 -3.586 -1.327  0.0854
19 H -1.388 -3.316 2.170  0.1101
20 H -2.073 -3.424 0.565  0.0938
21 H -1.660 -0.930 2.326  0.1010
22 H -3.163 -1.523 1.633  0.1244
23 C 5.790 0.850 -1.104  0.0336
24 C 4.482 0.622 -0.471  -0.2011
25 C 4.101 0.740 0.877  0.0981
26 C 2.759 0.448 0.922  -0.2975
27 N 2.310 0.148 -0.330  -0.1184
28 N 3.376 0.268 -1.149  0.0994
29 C 1.749 0.439 2.035  -0.0072
30 H 6.539 1.095 -0.356  0.1103
31 H 5.750 1.667 -1.829  0.1172
32 H 6.120 -0.030 -1.662  0.1141
33 H 4.749 1.008 1.696  0.1523
34 H 3.300 0.171 -2.151  0.1873
35 H 2.198 0.792 2.963  0.1358
36 H 1.387 -0.577 2.245  0.0815
37 H 0.922 1.152 1.839  0.1044

Calculated values
- maximum force (eV/Å) = 1.4
- energy (a.u.) = -2885.148650
- HOMO level (alpha / beta) (eV) = -19.53 / -19.70
- multiplicity = 5
- expectation value of S² = 6.25
- energy above the lowest of the compared OMol25 structures with the same formula, charge and spin (kcal per mole) = 2.5
- charge = +3


DFT (wB97M-V/def2-TZVPD) results for an isolated molecule of C6H15N at a distorted geometry.

Each line ends with the Löwdin charge.
Geometry (Å):
1 C -2.459 -1.092 -0.655  -0.1354
2 N -1.006 -0.980 -0.741  -0.0897
3 C -0.443 0.284 -0.236  -0.4069
4 C -0.772 0.536 1.231  -0.0544
5 C 1.060 0.311 -0.533  -0.3783
6 C 1.705 1.603 0.051  -0.0636
7 C 1.800 -0.921 -0.016  -0.0846
8 H -2.785 -1.794 0.122  0.0786
9 H -2.839 -1.510 -1.578  0.0621
10 H -2.963 -0.140 -0.512  0.0750
11 H -0.575 -1.730 -0.217  0.0834
12 H -0.883 1.052 -0.880  0.1412
13 H -0.123 -0.051 1.867  0.0776
14 H -0.779 1.612 1.433  0.0746
15 H -1.828 0.314 1.420  0.0675
16 H 1.190 0.356 -1.612  0.1274
17 H 2.356 1.351 0.888  0.0747
18 H 2.267 2.123 -0.713  0.0685
19 H 0.992 2.331 0.419  0.0589
20 H 1.408 -1.827 -0.479  0.0688
21 H 1.837 -0.968 1.072  0.0760
22 H 2.840 -0.861 -0.332  0.0787

Calculated values
- maximum force (eV/Å) = 1.4
- energy (a.u.) = -292.340076
- HOMO level (eV) = -8.60
- energy above the lowest of the compared OMol25 structures with the same formula, charge and spin (kcal per mole) = 18.2


DFT (wB97M-V/def2-TZVPD) results for a structure of composition C5H12MgO3Sr at a distorted geometry.

Each line ends with the Löwdin charge.
Geometry (Å):
1 O 1.211 0.860 0.526  -0.7638
2 Sr 3.635 0.627 -0.198  0.5166
3 C -3.187 1.841 -1.381  -0.0878
4 O -2.283 1.114 -0.581  -0.3184
5 C -2.829 0.429 0.589  -0.2543
6 C -1.704 -0.358 1.202  -0.2397
7 C -1.538 -1.733 0.614  -0.2476
8 O -0.557 -1.612 -0.463  -0.3287
9 C 0.079 -2.790 -0.905  -0.0944
10 Mg -0.358 0.432 -0.518  0.6303
11 H -2.591 2.384 -2.123  0.0937
12 H -3.877 1.146 -1.884  0.0968
13 H -3.756 2.554 -0.765  0.0988
14 H -3.673 -0.177 0.209  0.1198
15 H -3.225 1.199 1.267  0.1227
16 H -1.734 -0.354 2.294  0.0787
17 H 0.951 0.641 1.582  0.0732
18 H -2.423 -2.203 0.147  0.1229
19 H -1.160 -2.435 1.371  0.1192
20 H 1.088 -2.513 -1.233  0.0723
21 H 0.228 -3.524 -0.099  0.0942
22 H -0.553 -3.256 -1.676  0.0954

Calculated values
- maximum force (eV/Å) = 4.5
- energy (a.u.) = -654.141646
- HOMO level (eV) = -4.48


DFT (wB97M-V/def2-TZVPD) results for the ion C4H8NO2S with charge -1 at a distorted geometry.

Each line ends with the Löwdin charge.
Geometry (Å):
1 C 0.761 -0.156 1.210  -0.0747
2 C -0.261 -0.599 0.187  -0.3262
3 C 0.075 -0.191 -1.283  -0.0438
4 N -1.693 -0.007 0.571  -0.1517
5 O -1.656 1.416 0.766  -0.1679
6 C -2.833 -0.560 -0.088  -1.0585
7 O -2.693 -1.678 -0.539  -0.0846
8 S -4.101 0.545 -0.173  0.5409
9 H 0.455 0.853 1.642  0.0938
10 H 0.911 -0.837 2.086  0.0812
11 H 1.708 -0.024 0.882  0.0109
12 H -0.513 -1.596 0.189  0.0819
13 H 0.037 0.868 -1.126  0.0569
14 H -0.670 -0.642 -1.853  0.0444
15 H 1.199 -0.342 -1.471  0.0925
16 H -2.639 1.449 0.474  -0.0950

Calculated values
- maximum force (eV/Å) = 4.5
- energy (a.u.) = -760.622195
- HOMO level (eV) = -3.86
- energy above the lowest of the compared OMol25 structures with the same formula, charge and spin (kcal per mole) = 56.9
- charge = -1


DFT (wB97M-V/def2-TZVPD) results for an isolated molecule of C5H6N2OS at a distorted geometry.

Each line ends with the Löwdin charge.
Geometry (Å):
1 C -1.878 1.291 -0.007  -0.3705
2 C -2.118 -1.175 -0.125  -0.3713
3 C -0.717 0.625 0.168  -0.3386
4 C -0.819 -0.824 0.101  -0.4877
5 C 1.617 0.333 0.128  -0.1709
6 N 0.569 1.140 0.471  0.0748
7 N 0.288 -1.544 0.372  0.0622
8 O 1.968 0.172 -1.148  0.0747
9 S -3.182 0.192 -0.258  0.9371
10 H -2.056 2.348 -0.021  0.0652
11 H -2.532 -2.161 -0.176  0.0570
12 H 2.453 0.252 0.807  0.1426
13 H 0.619 1.497 1.418  0.1511
14 H 0.558 -2.243 -0.306  0.0444
15 H 1.200 0.298 -1.724  0.1297

Calculated values
- maximum force (eV/Å) = 2.3
- energy (a.u.) = -776.977817
- HOMO level (eV) = -7.14
- energy above the lowest of the compared OMol25 structures with the same formula, charge and spin (kcal per mole) = 56.6